(1)
The following is a DFT calculation (wB97M-V/def2-TZVPD) of the molecule C3H7NOS at a distorted geometry.

Positions of all 13 atoms, in Å:
C  -0.5918  0.8668  0.8091
C  0.5222  -1.3578  0.6894
C  0.4958  -0.0097  -1.3614
N  0.5373  -0.0987  0.0787
O  -2.1479  2.7760  0.8583
S  -1.3289  2.0600  -0.0620
H  -0.5958  0.5767  1.9096
H  0.6202  -1.3246  1.8829
H  -0.3526  -1.9982  0.2884
H  1.3474  -1.8638  0.1921
H  -0.4608  -0.1701  -1.7507
H  0.7443  1.0909  -1.4306
H  1.2105  -0.5474  -2.1038

The calculation puts the LUMO energy at 0.06 eV. For the total energy, the calculation gives -646.5524 Eh. For the molar mass, the calculation gives 105.2 u. The relative energy (zero: lowest compared OMol25 entry of this formula, charge and spin) is 100.1 kcal/mol. For the orbital gap, the calculation gives 8.529 eV.

The computed Löwdin charges, all in e, follow:
1. C -0.272
2. C -0.184
3. C -0.163
4. N -0.314
5. O -0.584
6. S 0.874
7. H 0.099
8. H 0.130
9. H 0.103
10. H 0.070
11. H 0.042
12. H 0.076
13. H 0.123

=====

(2)
The following is a DFT calculation (wB97M-V/def2-TZVPD) of a structure of composition C3H7NOS at a distorted geometry.

Positions of all 13 atoms, in Å:
C  0.3063  0.0915  0.0368
C  -0.0157  0.6655  1.3615
S  2.3435  -2.1263  -1.6579
C  -1.0316  0.8841  -0.2397
N  0.2128  -1.2991  -0.3224
O  -2.1586  0.3067  0.1247
H  0.9014  0.9706  1.8576
H  -1.1834  0.9334  -1.3481
H  -0.8623  0.3413  1.9478
H  -1.1660  1.9910  -0.0667
H  1.1525  0.5845  -0.4480
H  0.9352  -1.9265  0.0584
H  0.5660  -1.4166  -1.3039

The calculation puts the LUMO energy at -3.41 eV. For the total energy, the calculation gives -646.3324 Eh. For the molar mass, the calculation gives 105.2 u. The relative energy (zero: lowest compared OMol25 entry of this formula, charge and spin) is 238.2 kcal/mol. For the orbital gap, the calculation gives 5.200 eV.

The computed Löwdin charges, all in e, follow:
1. C -0.358
2. C 0.131
3. S 0.206
4. C -0.448
5. N 0.036
6. O -0.171
7. H 0.093
8. H 0.208
9. H 0.105
10. H 0.164
11. H 0.137
12. H -0.002
13. H -0.101

=====

(3)
The following is a DFT calculation (wB97M-V/def2-TZVPD) of a cluster of 2 separate species, C3H7NOS in total at a distorted geometry.

Positions of all 13 atoms, in Å:
C  -1.0824  -1.6823  -0.6427
C  -1.6182  1.7282  -0.7412
C  0.1088  -1.3612  -0.2249
N  1.5222  0.5065  1.3564
O  1.9365  0.3100  -1.1419
S  0.8517  0.4151  -0.2017
H  -1.3058  -2.7515  -0.8848
H  -1.9772  -1.0666  -0.6616
H  -0.8725  2.6159  -0.6575
H  -2.0049  1.8265  0.3155
H  1.0546  -1.8562  -0.2773
H  2.4910  0.6840  1.5870
H  0.8961  0.6317  2.1747

The calculation puts the LUMO energy (spin up / spin down) at 0.66 / -1.49 eV. For the total energy, the calculation gives -646.3983 Eh. Its spin multiplicity is 3. Its expectation value of S² is 2.01. For the molar mass, the calculation gives 105.2 u. The relative energy (zero: lowest compared OMol25 entry of this formula, charge and spin) is 99.3 kcal/mol. For the orbital gap (spin up / spin down), the calculation gives 8.551 / 7.106 eV.

The computed Löwdin charges, all in e, follow:
1. C -0.056
2. C 0.024
3. C -0.267
4. N -0.220
5. O -0.480
6. S 0.776
7. H 0.076
8. H 0.043
9. H -0.025
10. H -0.033
11. H 0.050
12. H 0.048
13. H 0.063

=====

(4)
The following is a DFT calculation (wB97M-V/def2-TZVPD) of the molecule C3H7NOS2 at a distorted geometry.

Positions of all 14 atoms, in Å:
C  -2.0430  0.6400  1.2136
C  0.2818  0.4773  0.9272
C  1.9784  -0.9346  -1.8586
H  -2.8423  1.0750  0.6355
H  -2.1873  0.9702  2.2244
H  -1.9803  -0.4577  1.2280
H  0.4664  0.4336  2.0465
H  1.1184  1.0773  0.5255
H  -0.0634  -0.5738  -1.9297
H  2.6867  -1.1900  -1.0877
N  0.6881  -0.9639  -1.3749
O  -0.8883  1.1453  0.5441
S  0.3842  -1.2314  0.2730
S  2.4006  -0.4672  -3.3669

The calculation puts the LUMO energy at 0.43 eV. For the total energy, the calculation gives -1044.8309 Eh. For the molar mass, the calculation gives 137.2 u. The relative energy (zero: lowest compared OMol25 entry of this formula, charge and spin) is 44.8 kcal/mol. For the orbital gap, the calculation gives 9.153 eV.

The computed Löwdin charges, all in e, follow:
1. C -0.110
2. C -0.500
3. C -0.811
4. H 0.089
5. H 0.077
6. H 0.061
7. H 0.109
8. H 0.098
9. H 0.091
10. H 0.042
11. N -0.414
12. O -0.241
13. S 0.915
14. S 0.595

=====

(5)
The following is a DFT calculation (wB97M-V/def2-TZVPD) of the molecule C3H7NOS2 at a distorted geometry.

Positions of all 14 atoms, in Å:
C  -1.2605  -0.2860  -0.0380
C  1.0736  -0.6529  -0.4498
C  0.1129  0.2345  0.2614
N  -2.1895  0.6460  0.1379
O  -1.6131  -1.3787  -0.3664
S  0.2786  1.9482  -0.3499
S  -3.8290  0.1701  -0.0089
H  1.1045  -1.6882  0.0171
H  1.9808  -0.1226  -0.5115
H  0.7295  -0.7780  -1.4932
H  0.2628  0.3831  1.3853
H  -2.1841  1.5525  0.4662
H  1.6125  1.9966  0.1683
H  -3.5243  -1.0727  -0.1719

The calculation puts the LUMO energy at 0.46 eV. For the total energy, the calculation gives -1044.8414 Eh. For the molar mass, the calculation gives 137.2 u. The relative energy (zero: lowest compared OMol25 entry of this formula, charge and spin) is 38.3 kcal/mol. For the orbital gap, the calculation gives 9.210 eV.

The computed Löwdin charges, all in e, follow:
1. C -0.677
2. C -0.141
3. C -0.648
4. N -0.335
5. O 0.035
6. S 0.747
7. S 0.826
8. H 0.117
9. H 0.036
10. H 0.098
11. H 0.136
12. H 0.026
13. H -0.061
14. H -0.159

=====

(6)
The following is a DFT calculation (wB97M-V/def2-TZVPD) of the molecule C3H7NOS2 at a distorted geometry.

Positions of all 14 atoms, in Å:
C  0.5698  1.6186  -0.1484
C  0.3491  -0.8743  0.3012
C  -1.0165  -0.5230  0.8138
H  1.2275  2.4648  0.4474
H  -0.5639  1.7144  -0.0175
H  0.5157  1.8963  -1.2756
H  2.1684  -1.0427  -0.9708
H  -1.1500  0.5308  1.4281
H  -1.2923  -1.3379  1.4613
H  -2.6068  -1.7781  -0.9922
N  1.0935  0.2254  -0.0140
O  2.3040  -0.0026  -0.3986
S  0.7446  -2.4794  -0.1653
S  -2.3431  -0.4122  -0.4694

The calculation puts the LUMO energy at 0.19 eV. For the total energy, the calculation gives -1044.7351 Eh. For the molar mass, the calculation gives 137.2 u. The relative energy (zero: lowest compared OMol25 entry of this formula, charge and spin) is 105.0 kcal/mol. For the orbital gap, the calculation gives 8.873 eV.

The computed Löwdin charges, all in e, follow:
1. C -0.034
2. C -0.786
3. C -0.599
4. H 0.147
5. H 0.059
6. H 0.114
7. H 0.149
8. H 0.130
9. H 0.042
10. H -0.058
11. N -0.318
12. O -0.089
13. S 0.628
14. S 0.616

=====

> Which value of total energy does entry 2 give?

-646.3324 Eh